No. 1
An isolated ion of composition C5H8N7 and charge +1 in a non-equilibrium geometry. Source: the Open Molecules 2025 dataset; level of theory: the ωB97M-V functional and the def2-TZVPD basis.

## Properties
2S+1: 1
Structure (SMILES): C1=NN2CN=N[C@]23N=NC[N@@H+]3C1
Lowest unoccupied orbital energy in eV: -4.294
Highest occupied orbital energy in eV: -13.819
Total charge: +1

Bonds (Å) are listed after each position.
Element x y z (Å)
1 N -2.74223 0.12024 0.07167  N2 1.188, C7 1.419
2 N -1.89683 0.88005 0.41780  N1 1.188, C12 1.650
3 H 2.13604 -0.61149 1.56763  C10 1.092
4 H 1.22885 -2.78970 0.80032  C9 1.074
5 H -2.72126 -1.88448 -0.53162  C7 1.092
6 H -2.68457 -0.65274 -1.82317  C7 1.096
7 C -2.32966 -0.90579 -0.81781  N1 1.419, H5 1.092, H6 1.096, N18 1.476
8 N -0.29059 -1.95504 -0.18594  C9 1.259, N18 1.345
9 C 0.80587 -1.87498 0.42765  H4 1.074, N8 1.259, C10 1.510
10 C 1.57787 -0.59322 0.62888  H3 1.092, C9 1.510, N11 1.491, H14 1.095
11 N 0.65972 0.58100 0.63277  C10 1.491, C12 1.522, H16 1.026, C19 1.513
12 C -0.50163 0.43190 -0.33980  N2 1.650, N11 1.522, N17 1.407, N18 1.417
13 H 2.34431 1.75974 -0.07085  C19 1.094
14 H 2.29284 -0.48640 -0.19364  C10 1.095
15 H 1.14623 2.69000 0.86046  C19 1.093
16 H 0.26036 0.70233 1.56972  N11 1.026
17 N -0.29955 1.40597 -1.33535  C12 1.407, N20 1.213
18 N -0.85578 -0.87582 -0.75542  C7 1.476, N8 1.345, C12 1.417
19 C 1.27831 1.87315 0.14574  N11 1.513, H13 1.094, H15 1.093, N20 1.430
20 N 0.59170 2.18528 -1.06906  N17 1.213, C19 1.430

***

No. 2
An isolated ion of composition C5H8NO and charge -1. Source: the Open Molecules 2025 dataset; level of theory: the ωB97M-V functional and the def2-TZVPD basis.

## Properties
2S+1: 1
Structure (SMILES): C=C[N-]C(=C)CO
Lowest unoccupied orbital energy in eV: 3.903
Highest occupied orbital energy in eV: -1.814
Total charge: -1

Bonds (Å) are listed after each position.
Element x y z (Å)
1 H 0.74703 -2.72767 -1.37015  C10 1.080
2 C 0.95247 -0.04819 -1.03577  O4 1.420, H5 1.108, H6 1.103, C14 1.525
3 H -1.18567 2.50642 2.08253  C15 1.080
4 O 0.12221 1.08063 -1.26837  C2 1.420, H7 0.963
5 H 1.85659 0.25221 -0.47097  C2 1.108
6 H 1.28628 -0.49459 -1.98750  C2 1.103
7 H 0.65934 1.75853 -1.69287  O4 0.963
8 N -0.63163 -0.52066 0.72974  C11 1.341, C14 1.324
9 H 0.58793 1.06771 1.38983  C11 1.111
10 C 0.18494 -2.36049 -0.52382  H1 1.080, H12 1.077, C14 1.357
11 C -0.45115 0.71549 1.21778  N8 1.341, H9 1.111, C15 1.346
12 H -0.38791 -3.07963 0.03659  C10 1.077
13 H -2.46459 1.33711 1.47252  C15 1.078
14 C 0.14466 -1.04149 -0.20802  C2 1.525, N8 1.324, C10 1.357
15 C -1.42050 1.55464 1.62849  H3 1.080, C11 1.346, H13 1.078

***

No. 3
An isolated ion of composition C5H8NO and charge +1 in a non-equilibrium geometry. Source: the Open Molecules 2025 dataset; level of theory: the ωB97M-V functional and the def2-TZVPD basis.

## Properties
2S+1: 1
Lowest unoccupied orbital energy (spin up / spin down) in eV: -5.437 / -5.323
Highest occupied orbital energy (spin up / spin down) in eV: -13.794 / -13.754
Total charge: +1

Bonds (Å) are listed after each position.
Element x y z (Å)
1 H -2.76676 0.11859 2.02755  C12 1.049
2 H 1.26790 0.91235 2.49599  C14 1.111
3 H 0.62577 -1.77017 -1.61909  C4 1.098
4 C 0.85442 -0.75941 -1.98082  H3 1.098, H8 1.073, H9 1.136, C10 1.517
5 H 0.93780 1.23093 -1.06996  C10 1.128
6 C -1.18931 -0.19709 0.37222  C12 1.437, N13 1.228, H15 1.176
7 O -0.91702 0.73142 2.35885  C12 1.287, C14 1.171
8 H 1.75343 -0.70755 -2.56383  C4 1.073
9 H -0.07377 -0.47286 -2.56899  C4 1.136
10 C 1.08214 0.14842 -0.78674  C4 1.517, H5 1.128, H11 1.162, N13 1.469
11 H 2.06547 -0.12691 -0.23248  C10 1.162
12 C -1.81841 0.22464 1.59287  H1 1.049, C6 1.437, O7 1.287
13 N -0.01026 0.09568 0.19453  C6 1.228, C10 1.469
14 C 0.20299 1.03345 2.20227  H2 1.111, O7 1.171
15 H -2.01440 -0.46148 -0.42237  C6 1.176

***

No. 4
An isolated ion of composition C5H8NO and charge +1 in a non-equilibrium geometry. Source: the Open Molecules 2025 dataset; level of theory: the ωB97M-V functional and the def2-TZVPD basis.

## Properties
2S+1: 1
Lowest unoccupied orbital energy (spin up / spin down) in eV: -5.515 / -5.527
Highest occupied orbital energy (spin up / spin down) in eV: -13.036 / -12.997
Total charge: +1

Bonds (Å) are listed after each position.
Element x y z (Å)
1 H -0.62654 0.12364 2.17368  N11 1.030
2 C 1.75446 -0.59167 0.45312  C5 1.514, O8 1.211
3 H 0.26811 -0.59603 -2.40403  C6 1.075
4 H 0.39777 -2.12704 -0.40083  C5 1.099
5 C 0.42848 -1.31375 0.33809  C2 1.514, H4 1.099, H13 1.061, C15 1.480
6 C -0.48148 0.14542 -2.19370  H3 1.075, C7 1.331, H9 1.042
7 C -0.79854 0.52503 -0.95805  C6 1.331, H10 1.101, C15 1.428
8 O 1.98301 0.45675 1.01508  C2 1.211, H14 1.123
9 H -0.90336 0.75104 -2.92981  C6 1.042
10 H -1.49039 1.34709 -0.71685  C7 1.101
11 N -0.47520 0.72797 1.35384  H1 1.030, H12 0.970, C15 1.366
12 H -0.99045 1.53891 1.22006  N11 0.970
13 H 0.30159 -1.74668 1.29876  C5 1.061
14 H 1.04312 0.85589 1.48342  O8 1.123
15 C -0.41058 -0.09657 0.26720  C5 1.480, C7 1.428, N11 1.366

***

No. 5
An isolated ion of composition C5H8NO and charge +1 in a non-equilibrium geometry. Source: the Open Molecules 2025 dataset; level of theory: the ωB97M-V functional and the def2-TZVPD basis.

## Properties
2S+1: 1
Structure (SMILES): C/C=C/[N+](C)=C=O
Lowest unoccupied orbital energy in eV: -5.000
Highest occupied orbital energy in eV: -14.284
Total charge: +1

Bonds (Å) are listed after each position.
Element x y z (Å)
1 H 1.70004 2.46160 1.46276  C14 1.030
2 H 1.60796 0.54519 -0.42550  C13 1.117
3 H 0.00373 2.25168 1.65771  C14 1.094
4 C -0.32932 0.21695 0.31806  H7 1.116, N10 1.479, C13 1.325
5 O -2.87061 -2.11165 0.23779  C6 1.150
6 C -1.84284 -1.64066 0.02501  O5 1.150, N10 1.275
7 H -1.21730 0.80144 0.65642  C4 1.116
8 H 0.12478 -2.85055 -0.87321  C15 1.081
9 H -0.17167 -1.59719 -2.15220  C15 1.057
10 N -0.73496 -1.08051 -0.26447  C4 1.479, C6 1.275, C15 1.485
11 H 0.77754 3.11095 0.30065  C14 1.130
12 H 1.13181 -1.39203 -0.97929  C15 1.063
13 C 0.80053 0.90597 0.25618  H2 1.117, C4 1.325, C14 1.467
14 C 0.84297 2.19368 0.95809  H1 1.030, H3 1.094, H11 1.130, C13 1.467
15 C 0.17733 -1.81487 -1.17801  H8 1.081, H9 1.057, N10 1.485, H12 1.063

***

No. 6
An isolated ion of composition C5H8NO2 and charge +1 in a non-equilibrium geometry. Source: the Open Molecules 2025 dataset; level of theory: the ωB97M-V functional and the def2-TZVPD basis.

## Properties
2S+1: 1
Structure (SMILES): C[C@]12C=C[C@H]([NH2+]1)OO2
Lowest unoccupied orbital energy in eV: -3.869
Highest occupied orbital energy in eV: -15.103
Total charge: +1

Bonds (Å) are listed after each position.
Element x y z (Å)
1 C -0.29695 0.57488 -1.14532  C9 1.317, C11 1.462, H12 1.142
2 O 1.39838 -0.77334 -0.06738  C11 1.435, O13 1.468
3 H 1.57894 2.15349 0.11832  C8 1.164
4 N -0.59307 -0.53969 0.86157  H6 1.141, C10 1.526, C11 1.554, H15 0.992
5 H -1.22839 -2.47731 -0.23352  C10 1.112
6 H -0.26398 -0.98628 1.85892  N4 1.141
7 H 0.30385 2.25992 1.05666  C8 1.109
8 C 1.06272 1.46631 0.90292  H3 1.164, H7 1.109, C11 1.554, H14 1.149
9 C -0.95253 -0.53413 -1.41805  C1 1.317, C10 1.495, H16 1.085
10 C -0.69040 -1.50792 -0.31451  N4 1.526, H5 1.112, C9 1.495, O13 1.360
11 C 0.45490 0.29869 0.07781  C1 1.462, O2 1.435, N4 1.554, C8 1.554
12 H -0.16800 1.48277 -1.82613  C1 1.142
13 O 0.59168 -1.95728 -0.38676  O2 1.468, C10 1.360
14 H 1.77152 1.29332 1.79101  C8 1.149
15 H -1.44861 -0.07785 1.05644  N4 0.992
16 H -1.52006 -0.67557 -2.33197  C9 1.085

***

No. 7
An isolated ion of composition C5H8NO2 and charge +1 in a non-equilibrium geometry. Source: the Open Molecules 2025 dataset; level of theory: the ωB97M-V functional and the def2-TZVPD basis.

## Properties
2S+1: 1
Lowest unoccupied orbital energy in eV: -3.031
Highest occupied orbital energy in eV: -12.986
Total charge: +1

Bonds (Å) are listed after each position.
Element x y z (Å)
1 C -0.30577 -0.32450 -0.14390  C10 1.503, N11 1.478, C14 1.482
2 H -0.85011 -1.95139 -1.36490  C14 0.987
3 O 2.58568 -1.44414 -0.00540  C6 1.142
4 H -1.08335 1.82847 0.30150  C10 1.109
5 H 0.88586 1.72240 -1.30048  C7 1.018
6 C 2.04784 -0.43666 0.01531  O3 1.142, O13 1.227
7 C 0.85324 1.72749 -0.28306  H5 1.018, H9 1.070, C10 1.494, O13 1.558
8 H -1.92209 -1.06721 1.13352  N11 1.026
9 H 1.32928 2.55109 0.20655  C7 1.070
10 C -0.28641 1.06698 0.42294  C1 1.503, H4 1.109, C7 1.494, H16 1.182
11 N -1.08417 -1.33316 0.60463  C1 1.478, H8 1.026, H12 1.012, C14 1.521
12 H -0.78921 -2.21859 0.99721  N11 1.012
13 O 2.07172 0.78866 -0.03612  C6 1.227, C7 1.558
14 C -1.25129 -1.17890 -0.89967  C1 1.482, H2 0.987, N11 1.521, H15 1.029
15 H -2.15004 -0.80113 -1.22975  C14 1.029
16 H -0.05119 1.07059 1.58162  C10 1.182

***

Short version: energy = -578.21966; -325.25955; -324.82323; -324.90788; -324.97473; -400.12888; -400.14903 hartree, in the order given.